16
Properties=species:S:1:pos:R:3 method="wB97M-V/def2-TZVPD" smiles="COP1CC=CC1" e_tot_ev=-16665.1671 e_above_lowest_ev=1.7226 lumo_energy_ev=1.046 fmax_ev_per_a=2.7 charge=0
P 0.433 -0.073 1.300
O 1.211 -0.133 -0.156
C -0.988 1.316 0.671
C -1.550 -0.841 -0.355
C 2.417 0.133 -0.728
C -0.778 -1.348 0.806
C -1.593 0.497 -0.438
H -0.065 -2.072 0.440
H 2.445 0.016 -1.797
H -0.463 2.201 0.233
H -1.391 -1.638 1.632
H 3.206 -0.549 -0.465
H -1.993 -1.542 -1.001
H 2.716 1.163 -0.578
H -1.673 1.657 1.584
H -1.935 1.214 -1.147


95
Properties=species:S:1:pos:R:3 method="wB97M-V/def2-TZVPD" e_tot_ev=-107420.1789 e_above_lowest_ev=0.9324 lumo_energy_ev="-3.356 / -3.356" fmax_ev_per_a=3.5 charge=+1
Sb 1.520 1.151 -2.599
Sb -0.443 2.578 -0.358
Fe 0.237 0.077 -0.760
F -4.713 -4.354 -0.360
O 1.066 0.401 3.407
O 0.498 0.770 1.283
O -1.113 -1.007 0.154
N 0.723 -1.555 -1.740
N -1.386 -0.023 -2.284
N 4.161 -0.627 1.343
N 1.816 -2.279 -1.471
N 2.326 -0.481 -0.090
N -2.208 -2.042 3.950
C 0.355 0.206 2.422
C 5.756 -2.454 1.275
C -2.498 0.678 -2.493
C 2.628 -1.727 -0.612
C -2.467 -2.282 1.568
C -1.408 -1.305 1.336
C 1.406 3.671 0.078
C 3.078 -0.010 0.859
C -4.096 -3.780 0.685
C 2.379 5.126 -3.285
C -0.128 -2.009 -2.597
C 5.400 -4.234 -0.311
C -4.485 -4.142 1.970
C -1.205 -1.180 3.739
C 1.689 4.630 -1.030
C 3.835 -2.412 -0.206
C 6.150 -3.652 0.709
C -4.308 -3.970 4.460
C -3.361 -0.902 -4.056
C 4.251 -3.621 -0.766
C -2.243 -1.668 -3.820
C 4.602 -1.834 0.816
C 2.996 -0.061 -3.599
C -0.779 -0.782 2.505
C 2.878 2.852 -2.403
C -3.715 -1.238 5.710
C -3.103 -2.867 0.468
C -2.671 -2.285 5.328
C -3.179 -3.716 5.451
C -2.857 -2.625 2.875
C -1.527 3.072 1.437
C 1.408 6.857 -1.950
C 1.289 5.960 -0.902
C 0.436 1.751 -4.355
C -1.409 4.140 -1.545
C -1.278 -1.218 -2.910
C 2.283 4.215 -2.233
C -3.505 0.293 -3.356
C 1.936 6.432 -3.158
C -3.885 -3.570 3.070
H 3.462 0.529 -4.387
H 0.872 6.291 0.042
H 3.470 2.814 -3.317
H 3.652 -4.057 -1.554
H 2.185 2.920 0.202
H -2.588 1.606 -1.943
H 2.024 7.119 -3.990
H -1.140 5.103 -1.118
H 2.526 -0.941 -4.034
H -4.117 -1.219 -4.761
H -3.509 -3.886 6.475
H 0.037 -2.982 -3.051
H 1.257 4.184 1.027
H -4.079 -1.420 6.722
H 1.087 7.883 -1.825
H -2.086 -2.619 -4.313
H 3.760 -0.386 -2.893
H -2.496 2.572 1.433
H -0.950 2.736 2.295
H 1.144 2.069 -5.119
H 4.654 -0.216 2.121
H -2.491 4.013 -1.498
H 7.048 -4.135 1.069
H -2.358 -4.406 5.245
H -1.089 4.123 -2.587
H -0.144 0.905 -4.722
H -4.587 -5.023 4.466
H -2.789 -2.588 -0.528
H -1.677 4.150 1.483
H -1.803 -2.164 5.977
H -4.563 -1.254 5.025
H -3.275 -0.241 5.680
H -5.199 -3.406 4.747
H -4.377 0.916 -3.488
H 2.798 0.928 1.324
H 2.831 4.804 -4.217
H 6.334 -2.004 2.073
H -5.260 -4.887 2.098
H -0.714 -0.770 4.614
H -0.240 2.570 -4.116
H 3.538 2.599 -1.569
H 5.715 -5.174 -0.744


10
Properties=species:S:1:pos:R:3 method="wB97M-V/def2-TZVPD" smiles="N[C@H](Br)C(=O)O" e_tot_ev=-77766.1791 e_above_lowest_ev=0.1485 lumo_energy_ev=-0.007 fmax_ev_per_a=5.1 charge=0
Br -2.050 -0.332 -0.019
O 1.065 1.338 -1.109
O 0.048 1.988 0.746
N 0.629 -1.448 -0.540
C -0.025 -0.325 0.239
C 0.419 1.034 -0.140
H -0.063 -0.630 1.217
H 0.115 -2.296 -0.273
H -0.667 1.946 1.401
H 0.528 -1.276 -1.522